{
  "formula": "C4H9NO3",
  "method": "ωB97M-V/def2-TZVPD",
  "elements": ["O", "O", "O", "N", "C", "C", "C", "C", "H", "H", "H", "H", "H", "H", "H", "H", "H"],
  "xyz": [[-0.58690, -1.29806, -2.00994], [-1.77789, 0.26248, -0.21150], [1.35443, -0.09193, -0.86355], [1.02509, -1.28999, 1.09856], [0.39117, -0.49897, 0.07626], [-0.72902, -1.17474, -0.69654], [-0.34471, 0.77216, 0.67763], [0.25300, 2.02450, 0.53807], [0.39613, -1.50160, 1.86542], [0.15383, -0.68732, -2.23896], [0.64084, 2.40692, -0.40233], [-1.88197, 1.00165, -0.83395], [0.18668, 2.76197, 1.32645], [1.67545, 0.76201, -0.45914], [-0.81460, 0.65317, 1.65266], [-1.33396, -1.94682, -0.23573], [1.39243, -2.15543, 0.71658]],
  "forces_ev_per_angstrom": [[0.100, 0.265, 0.650], [-0.281, -1.292, -0.976], [-0.025, 0.547, 0.458], [-0.205, -0.088, -0.006], [-0.376, 0.772, 0.533], [-0.900, 1.853, -0.600], [2.224, 0.372, 1.217], [-0.536, -0.671, -0.364], [0.050, 0.052, -0.045], [-0.148, -0.280, 0.006], [0.161, -0.232, -0.024], [0.041, -0.439, -0.316], [-0.385, -0.067, -0.060], [-0.153, -0.600, -0.459], [0.376, -0.361, -0.026], [0.002, 0.100, -0.034], [0.055, 0.068, 0.047]],
  "lumo_energy_ev": 0.63,
  "fmax_ev_per_a": 2.56,
  "homo_lumo_gap_ev": 8.04
}

***

{
  "formula": "C4H9NO3",
  "method": "ωB97M-V/def2-TZVPD",
  "elements": ["O", "O", "O", "N", "C", "C", "C", "C", "H", "H", "H", "H", "H", "H", "H", "H", "H"],
  "xyz": [[0.79013, 1.66545, 1.57812], [0.10788, 0.57095, -2.72773], [0.13065, -3.15913, 0.56446], [-1.26337, 0.56861, 0.75108], [0.04384, 1.15184, -1.57832], [0.60463, -0.83986, -0.21157], [-0.55677, 0.09049, -0.38970], [-0.46238, 1.16574, 1.60677], [-1.39955, -0.26318, -0.97902], [-0.86638, 1.29176, 2.62719], [1.28713, -0.77983, 0.65340], [-0.65159, 2.03810, -1.53339], [-0.00733, -1.80157, 0.25072], [1.00620, 1.53102, -1.16582], [0.11488, -4.05472, 0.91006], [0.96445, -1.23606, -1.14901], [0.15757, 2.06038, 0.79275]],
  "forces_ev_per_angstrom": [[-2.472, 0.835, -3.714], [-0.434, 0.850, 2.267], [0.139, 1.777, -1.921], [3.751, 1.968, 0.932], [2.502, 2.533, -4.474], [-1.093, 2.147, -0.239], [-1.361, -4.341, 2.001], [-3.668, -2.949, 4.398], [0.640, -0.352, -0.814], [-0.253, -0.012, -0.492], [-0.248, 0.349, -0.719], [-0.666, -1.063, 0.452], [-0.712, -2.971, 1.232], [-0.091, -0.634, 0.088], [-0.298, 0.387, 0.857], [0.360, 0.032, 0.079], [3.904, 1.442, 0.069]],
  "lumo_energy_ev": -3.92,
  "fmax_ev_per_a": 6.44,
  "homo_lumo_gap_ev": 4.97
}

***

{
  "formula": "C4H9NO3",
  "method": "ωB97M-V/def2-TZVPD",
  "elements": ["O", "O", "O", "N", "C", "C", "C", "C", "H", "H", "H", "H", "H", "H", "H", "H", "H"],
  "xyz": [[1.01747, -1.36350, 1.22111], [-0.08169, 2.40582, -0.58123], [-1.41365, 0.90932, -1.65089], [1.87213, 0.34666, -0.77895], [-1.30242, -0.98117, 0.86516], [-0.32711, 1.27835, -0.93357], [0.06926, -0.42522, 0.75300], [0.47240, 0.04872, -0.64146], [-1.45842, -1.85774, 0.23025], [-2.04985, -0.23515, 0.58859], [-1.91009, 1.72049, -1.94993], [0.16019, 0.44547, 1.43310], [1.82070, -0.94465, 1.58310], [2.38666, -0.49814, -0.46848], [-1.54510, -1.23552, 1.89407], [0.15460, -0.70655, -1.41605], [2.13492, 1.09281, -0.14780]],
  "forces_ev_per_angstrom": [[0.584, -0.890, 0.320], [-0.175, -0.606, -0.236], [-0.736, 1.512, -0.617], [0.852, -0.986, 0.247], [-1.029, -0.262, 0.018], [-0.325, 0.462, -0.372], [1.107, 0.948, 1.147], [-0.524, -0.608, -0.808], [0.122, 0.042, 0.067], [0.118, 0.015, -0.203], [0.651, -0.921, 0.617], [-0.248, -0.004, -0.355], [-0.833, -0.054, -0.341], [-0.305, 0.772, -0.436], [0.223, -0.213, 0.088], [0.539, 0.525, 0.857], [-0.021, 0.266, 0.007]],
  "smiles": "C[C@@H](O)[C@H](N)C(=O)O",
  "lumo_energy_ev": 0.66,
  "fmax_ev_per_a": 1.85,
  "homo_lumo_gap_ev": 10.39
}